# 1
DFT (ωB97M-V/def2-TZVPD) results for C50H46N6OP2PtSSe as an isolated structure in a non-equilibrium geometry.

For the gap between HOMO and LUMO, the calculation gives 0.2543 Ha. As for the HOMO energy: -12.58 eV. The net charge is +2. For the molecular weight, the calculation gives 1115.0 g/mol.

```
108
C50H46N6OP2PtSSe (ωB97M-V/def2-TZVPD)
C 1.11287 -2.26625 -5.54242
C -6.28525 -4.61892 2.06352
Se -1.57868 -0.35958 2.74710
H 5.19282 -1.29920 1.40683
H 3.91069 -2.48490 -4.78366
C 3.95623 3.09611 -0.46497
H 4.78660 -2.23513 -0.61905
C -0.69962 4.81802 -1.00101
C -1.78393 0.86620 -4.69462
C -0.98369 0.59773 -2.44171
H 5.25671 4.37870 0.67033
C 0.15166 0.01390 -2.96741
C -4.23657 -1.88076 -0.90538
P 2.48652 -0.58685 0.39890
C 1.41540 1.71350 3.68163
H 1.90662 -4.42947 3.37107
H 1.79675 1.52500 5.72992
C 2.98241 -1.23890 -1.24387
H 1.70222 5.96550 4.30038
H -0.07958 3.06658 -2.07543
H -4.29972 -5.32654 1.62953
C 0.34912 -0.23257 -4.31792
C -2.00633 3.07373 0.72225
C -1.96546 1.03312 -3.33166
O 1.07927 -0.27296 -2.03388
C -1.93107 -3.55927 1.73565
H -7.19837 -1.42325 2.87068
C -0.64441 3.44831 -1.23357
H -3.98741 1.94190 -0.45414
H 2.69897 1.61919 -1.37215
C 2.19138 -2.73035 2.09568
C 2.37923 -0.10980 -5.78370
H 0.55274 -2.91599 -4.86888
H 0.37113 5.61362 3.19064
C 4.75562 3.42069 0.62957
C -4.04743 0.86619 -0.55033
H 5.34897 -3.02556 -2.87642
H 2.04309 5.54026 2.61020
C 3.49189 0.93524 0.50922
C -0.64429 0.22624 -5.17378
H 5.54478 2.74965 2.50588
H 0.47128 -2.01408 -6.38678
N 1.30381 2.86888 2.99146
C -3.08040 -1.42660 2.31752
C -6.57725 -2.26020 2.58283
C -4.40247 -3.20392 2.05998
H -2.86948 1.49887 -2.95938
H -0.19944 5.49701 -1.67870
P -1.21622 0.79023 -0.63354
H -6.19083 0.86664 -0.60986
H -1.07261 -2.91122 1.58376
H 0.38726 3.69120 1.44969
C -2.89278 0.09352 -0.60970
H -4.59451 -0.10411 2.79299
H -0.53104 0.08722 -6.24175
H -4.31354 -2.94724 -1.07670
H -1.73948 -4.23587 2.56746
H 1.91416 3.09815 1.12642
C -5.20780 -2.12553 2.39206
C 2.62045 -3.73767 2.94424
Pt 0.27449 0.10266 1.02075
H -2.60310 4.82416 1.80438
H -6.36188 -1.58258 -0.91053
H 4.30491 -4.63267 3.92429
C -2.99321 -1.28543 -0.78218
N 1.67919 3.47514 5.06832
H 3.82946 3.80450 -1.27356
C -5.29574 0.25943 -0.64633
C 3.96877 -3.85424 3.25288
H 1.96514 -2.82463 -5.92939
S 1.32531 0.06521 3.19527
H 1.77588 0.15889 -6.65117
H 3.26314 -0.63724 -6.14254
H 2.70488 0.80886 -5.29373
C 3.63609 -2.12951 -3.79834
H -6.73752 -5.59408 1.94943
H -2.49243 2.38997 1.40916
C 4.13629 -1.99103 -1.44588
H -2.08941 -1.88320 -0.85315
N -3.09087 -2.73232 2.02210
C -1.41057 5.31458 0.08285
H -2.11790 -4.13860 0.83241
C 3.10868 -1.83667 1.54317
C -5.39164 -1.11149 -0.82191
C 4.45580 -2.43714 -2.72081
C -1.31852 2.57447 -0.38706
H -2.53469 1.21790 -5.38813
C -4.92386 -4.48020 1.88122
C 1.39316 5.34496 3.46367
H -1.46070 6.38213 0.25253
C 4.46395 -1.97178 1.84020
C 4.91727 2.50637 1.65843
N 1.04503 2.93834 1.63147
N 1.65122 2.11636 4.92678
N -4.34541 -1.04321 2.52749
C -2.05493 4.44037 0.95365
H -8.15694 -3.68723 2.56256
C 1.57804 -0.99455 -4.81598
H 5.93880 -3.06806 2.93708
C 4.88773 -2.97490 2.69896
H 4.39214 0.57554 2.42823
H 1.13804 -2.61752 1.86656
C 2.18832 -0.97711 -2.34677
C 2.47454 -1.38092 -3.63785
C -7.09859 -3.52649 2.41243
C 4.28141 1.26780 1.60448
C 3.32769 1.86319 -0.52270
C 1.47158 3.92359 3.87222
```

# 2
DFT (ωB97M-V/def2-TZVPD) results for a 5-piece molecular cluster, C36H53F9O19S overall in a non-equilibrium geometry.

As for the SMILES: COCCCCCCCCCCC[C@H](CCCCOC(C)=O)OC(=O)S(=O)(=O)C(F)(F)C(F)(F)C(F)(F)C(F)(F)F.O=C1OCCO1.O=C1OCCO1.O=C1OCCO1.O=C1OCCO1. For the gap between HOMO and LUMO, the calculation gives 0.2972 Ha. As for the HOMO energy: -9.52 eV. The net charge is 0. For the molecular weight, the calculation gives 992.8 g/mol.

```
118
C36H53F9O19S (ωB97M-V/def2-TZVPD)
F -2.41933 1.94166 -7.15027
H -5.69526 -2.39964 -0.84778
C 3.43389 5.55707 10.24338
O 3.21531 -5.94838 -8.12219
H -3.96625 2.46368 3.86612
H -4.25035 -3.75088 -2.15588
H 2.11516 1.31052 -3.95254
O -3.25897 -2.77991 -4.28806
C 0.14998 0.09999 5.05512
C -3.43657 -3.58871 -1.35573
H -0.21620 3.40021 9.64437
F -0.12445 2.12297 -8.69053
H -4.97674 2.45508 1.53440
H 6.89398 -0.33929 -2.33596
F -1.25478 2.10123 -5.21703
H -2.45364 1.05469 5.68384
O 1.23579 -0.70450 4.53086
H 2.60075 2.71614 -2.75965
H 0.07250 -4.23230 -1.01934
C -0.70091 -0.80084 -5.19432
H -1.97364 -5.20105 -1.38349
C -2.16975 1.35383 4.61144
H 2.11270 3.38054 9.08145
O 0.51221 -3.36798 -5.05542
H 1.34095 2.98192 -4.05795
C -4.98935 -1.52321 -0.59680
C -3.48397 -2.04585 -0.94361
C -5.19370 -1.16237 0.95555
C 5.55353 -1.40078 -3.66863
H 1.81899 -0.44679 -2.74295
H -1.05742 -3.30423 0.07171
H 0.56338 -1.33165 2.56759
H -6.03391 -1.85425 1.34421
C -1.21926 1.51819 -6.49317
O 0.70277 3.81853 5.53059
O 4.14055 -2.54655 -0.80724
C 0.03639 2.87738 8.72081
H 1.78751 1.63552 8.99300
H -1.69457 2.38677 4.66714
F -0.31666 -0.49134 -7.56570
O -0.36258 2.70557 -2.23876
C 0.72842 3.42936 6.66299
C -1.99501 -4.12966 -1.82343
C 1.55416 -0.21686 -1.66011
C -1.20873 -0.07953 -6.52124
O 4.13675 6.40076 9.44133
H -1.75358 -0.75482 4.05077
C 1.09076 -1.56070 -0.87800
H 0.57167 1.16733 5.17297
O -1.26433 -3.13781 -6.67355
O 0.47729 0.74163 -1.47206
H -2.79123 -1.86313 -0.05108
C 0.78047 -1.73166 3.62438
F -2.51157 -0.49197 -6.91399
C -2.16070 -3.30984 -4.08878
H 2.99613 -4.59471 -6.59046
F -1.45538 -0.46291 -4.03044
H -2.90578 0.06451 2.05117
F 1.23448 1.84494 -6.78568
O 2.36704 6.18582 10.80757
H 6.42180 -1.67940 -4.26712
C 0.58332 1.87165 -2.30704
H -0.76668 0.51492 3.06868
O 4.99411 -0.60537 -1.59969
H -6.23898 0.37435 2.24070
H 2.49512 0.24617 -1.18543
C 3.37407 -5.24408 -9.27653
C 5.85894 -0.30871 -2.68811
C 1.50547 2.61175 8.59650
H -4.18488 1.56802 0.13987
O -1.78572 -4.31732 -3.23370
C 2.37247 -5.17846 -7.27373
H -6.42859 0.62945 0.42188
O 4.15557 -5.52552 -10.13806
H 1.36441 -3.34384 -7.82011
F -0.14160 3.61955 -7.01125
H 4.72782 -1.14359 -4.33885
H -3.79264 -4.19746 -0.44393
H 0.70570 -4.79657 -8.60421
C -0.02532 2.22600 -7.30090
H 2.78388 7.52634 8.38047
H -4.29164 0.68015 4.15468
S -0.81687 -2.69732 -5.28790
H 5.65104 0.68373 -3.09068
C 3.36676 7.58769 9.30405
O 5.14849 -2.47677 -2.83269
O 1.72481 2.67035 7.19239
C -4.51992 1.44007 1.22528
H 0.84397 -1.32161 0.20494
H -3.14416 -1.40121 -1.82661
H -4.25064 -1.48344 1.50675
C 1.75706 2.19549 -3.33097
H 1.95069 -2.33272 -0.97194
C -5.67746 0.33274 1.24409
H -2.40781 1.83464 1.85172
O 3.71689 4.40814 10.42824
H 2.98204 8.05961 11.38467
C 4.70739 -1.93423 -1.66582
H -5.22696 -0.61071 -1.24388
O -0.23801 3.68952 7.58682
C -1.13361 0.20941 4.10888
C -3.51946 1.40742 3.72845
C -0.75537 -3.42951 -1.03358
C -3.26994 1.13624 2.17201
C -0.19097 -2.11371 -1.71866
H 1.52954 8.03346 10.35965
H -0.16638 -0.20976 6.12427
F 0.67176 -0.52474 -4.96373
C 1.61893 -4.31713 -8.24042
H 1.71532 -5.82343 -6.68935
H -0.98732 -1.30624 -1.73392
C 2.50382 7.57332 10.52960
O 2.52827 -4.17883 -9.32489
H -0.08046 -2.36861 4.03990
H 4.01156 8.46628 9.25810
H 0.23530 -2.39449 -2.73450
H -0.56203 1.96372 8.65507
H 1.66816 -2.45714 3.48957
```